(1)
Here is a molecular structure, C8H18AlF6N4O5PS2 at a distorted geometry from the OMol25 dataset. Energies are from ωB97M-V/def2-TZVPD.

E_LUMO = -12.071 eV
E_tot = -2889.2898 Ha
Charge = +2
Max |F| = 0.09104 Eh/bohr
HOMO level = -13.349 eV
Kohn-Sham gap = 1.28 eV
Relative energy (zero: lowest compared OMol25 entry of this formula, charge and spin) = 95.52 kcal/mol

Geometry (Å):
Al (14.849123, -17.807124, -8.587521)
C (16.717048, -14.074706, -13.955910)
F (16.629518, -14.139334, -15.296736)
F (17.410844, -12.979631, -13.683132)
F (15.482555, -13.989402, -13.466916)
S (17.680002, -15.672139, -13.190151)
O (18.852706, -15.905246, -13.992455)
O (17.878750, -15.409904, -11.786597)
N (16.556296, -16.913751, -13.133443)
S (16.663597, -17.537803, -14.617179)
O (17.073574, -16.708419, -15.781663)
O (17.278699, -18.899014, -14.528659)
C (14.695257, -17.787866, -14.992002)
F (14.208513, -18.800322, -14.191221)
F (14.081265, -16.592067, -14.858606)
F (14.601981, -18.247546, -16.270822)
O (17.493162, -13.797382, -5.672759)
P (18.107359, -12.699323, -4.908022)
N (17.090778, -12.221708, -3.619001)
C (16.396192, -13.246691, -2.841397)
C (17.397699, -10.994037, -2.827398)
N (18.323237, -11.243551, -5.862348)
C (17.102739, -10.546851, -6.424182)
C (19.461141, -11.275659, -6.805465)
N (19.600001, -12.886339, -4.131844)
C (20.339477, -11.924628, -3.323105)
C (19.938574, -14.266663, -3.833210)
H (15.786984, -13.820876, -3.539453)
H (15.733759, -12.769307, -2.119327)
H (17.095344, -13.771529, -2.190363)
H (16.493657, -10.753837, -2.267825)
H (17.786857, -10.188844, -3.450561)
H (17.985243, -11.300786, -1.962063)
H (17.373513, -9.521570, -6.676342)
H (16.721883, -11.060617, -7.306858)
H (16.252679, -10.520971, -5.742404)
H (20.418741, -11.649962, -6.443521)
H (19.225839, -11.877562, -7.683223)
H (19.642762, -10.296846, -7.249348)
H (20.131209, -11.936333, -2.253247)
H (21.411719, -12.117221, -3.286959)
H (20.017944, -10.922626, -3.607189)
H (19.659896, -14.973842, -4.614453)
H (19.444315, -14.454630, -2.880071)
H (20.992278, -14.480151, -3.653678)

Cartesian forces (eV/Å) of the 6 atoms listed first:
0.04 -0.03 -0.14
-0.04 -0.03 -1.59
0.15 -0.46 1.21
-0.05 -0.72 0.66
0.59 -0.25 0.30
0.99 1.48 1.83

---

(2)
Here is a molecular structure, C8H18BNO at a distorted geometry from the OMol25 dataset. Energies are from ωB97M-V/def2-TZVPD.

E_LUMO = 0.683 eV
E_tot = -470.4700 Ha
Max |F| = 0.08608 Eh/bohr
HOMO level = -8.555 eV
Kohn-Sham gap = 9.24 eV
Relative energy (zero: lowest compared OMol25 entry of this formula, charge and spin) = 0.00 kcal/mol

Geometry (Å):
B (-1.822155, -0.089463, -0.444776)
C (2.345775, 0.202681, -0.815113)
C (1.386248, 1.385809, -0.668331)
C (1.564165, -1.079886, -0.781192)
C (0.396431, 1.364758, 0.528514)
C (0.299339, -1.336853, 0.283753)
C (-2.683795, -1.411511, -0.546132)
C (-0.398405, 2.620299, 0.494890)
C (0.789270, -1.712097, 1.772324)
N (-0.607442, -0.196341, 0.306207)
O (-2.514851, 1.134329, -0.582342)
H (2.922561, 0.314263, -1.820812)
H (3.107309, 0.224880, -0.013662)
H (2.009735, 2.260119, -0.539658)
H (0.804483, 1.583057, -1.564862)
H (0.975549, -1.209165, -1.765148)
H (2.256113, -1.973661, -0.708851)
H (0.828104, 1.135260, 1.505594)
H (-0.275176, -2.158841, -0.065470)
H (-2.111636, -2.324829, -0.788361)
H (-3.536069, -1.425920, -1.269109)
H (-3.018130, -1.654469, 0.435759)
H (-1.221960, 2.564151, 1.293004)
H (-0.775123, 3.020872, -0.426916)
H (0.232530, 3.312320, 1.021611)
H (1.802097, -1.523157, 1.788931)
H (0.552172, -2.732354, 1.977241)
H (0.082767, -1.297842, 2.416134)
H (-3.389895, 1.003592, -1.023230)

Cartesian forces (eV/Å) of the 6 atoms listed first:
-0.65 -0.02 1.82
0.16 0.47 -0.67
0.17 -0.04 1.03
-2.19 -2.83 -0.64
-1.06 -3.56 -2.19
2.03 1.54 0.85

---

(3)
Here is a molecular structure, C8H18ClI2NO2PY at a distorted geometry from the OMol25 dataset. Energies are from ωB97M-V/def2-TZVPD.

E_LUMO (alpha / beta) = -10.679 / -10.794 eV
E_tot = -1955.6486 Ha
Charge = +2
Max |F| = 0.04540 Eh/bohr
HOMO level (alpha / beta) = -15.781 / -15.762 eV
Kohn-Sham gap (alpha / beta) = 5.10 / 4.97 eV
Relative energy (zero: lowest compared OMol25 entry of this formula, charge and spin) = 19.79 kcal/mol

Geometry (Å):
I (-1.362302, -1.617937, -0.197971)
I (-1.374608, 1.903500, -0.336104)
Y (1.111041, 0.167318, 0.527369)
P (0.448052, 0.003405, -2.526174)
C (-1.194333, -0.029654, -3.360596)
C (1.218141, 1.367410, -3.487218)
H (2.185650, -1.627751, -2.957156)
H (1.297366, -1.200740, -4.462394)
H (0.554032, -2.307858, -3.246315)
C (1.198106, -1.429446, -3.391837)
H (2.221701, 1.559809, -3.087347)
H (1.290679, 1.079667, -4.544408)
H (-1.084791, -0.026298, -4.451902)
H (-1.776066, 0.840758, -3.045825)
H (0.607850, 2.273911, -3.379982)
H (-1.729403, -0.932005, -3.051917)
C (-3.978921, 0.276781, -0.216200)
O (-5.071833, -0.024638, -0.190700)
Cl (3.540028, -0.098215, 0.232250)
C (-0.759017, 0.162501, 5.939202)
N (0.090100, -0.043578, 4.767256)
C (1.319250, -0.821546, 4.951478)
C (-0.248805, 0.366297, 3.562874)
C (-1.556057, 1.035495, 3.305347)
O (0.593482, 0.165228, 2.591517)
H (-0.237430, -0.252163, 6.796602)
H (-1.730473, -0.321921, 5.818256)
H (-0.942926, 1.231306, 6.102726)
H (1.281592, -1.761187, 4.380060)
H (2.200315, -0.260698, 4.608114)
H (1.394608, -1.028120, 6.017085)
H (-1.395331, 1.883090, 2.631436)
H (-2.221488, 0.345067, 2.767248)
H (-2.076610, 1.395215, 4.201425)

Cartesian forces (eV/Å) of the 6 atoms listed first:
-0.11 -0.27 0.43
0.03 0.28 0.05
0.70 -0.23 -0.46
0.42 0.11 -1.95
-0.25 0.02 0.71
0.18 0.20 0.57

---

(4)
Here is a molecular structure, C8H18ClIN2OPPtS at a distorted geometry from the OMol25 dataset. Energies are from ωB97M-V/def2-TZVPD.

E_LUMO (alpha / beta) = -12.116 / -15.366 eV
Multiplicity = 5
E_tot = -2115.7415 Ha
Charge = +3
Max |F| = 0.09593 Eh/bohr
⟨S²⟩ = 6.01
HOMO level (alpha / beta) = -18.447 / -18.729 eV
Kohn-Sham gap (alpha / beta) = 6.33 / 3.36 eV

Geometry (Å):
C (2.566596, -1.748491, -0.947071)
I (3.709580, 1.970130, -0.341477)
H (1.465448, -2.020726, -0.869827)
H (3.135099, -2.482456, -0.320994)
H (2.683943, -1.449708, -2.002671)
Pt (-1.690382, 0.513674, 0.379860)
P (-0.647960, 0.333157, -2.041815)
C (1.059140, 0.764406, -2.654152)
C (-1.054858, -1.064728, -3.206796)
H (-2.649405, 1.598539, -2.399355)
H (-1.403236, 1.916387, -3.723680)
H (-1.186414, 2.629433, -2.054671)
C (-1.591396, 1.774203, -2.648796)
H (-2.022909, -1.518630, -2.927220)
H (-1.100368, -0.673901, -4.246621)
H (0.991724, 0.885354, -3.755516)
H (1.780540, -0.011533, -2.367652)
H (-0.265026, -1.847595, -3.147253)
H (1.382200, 1.703634, -2.148224)
C (-0.011321, -0.061411, 0.730615)
O (1.086196, 0.317137, 0.725470)
Cl (-3.853552, -0.444505, 0.460598)
S (-0.928019, -0.863642, 2.777192)
C (-0.174888, 0.562642, 3.517443)
N (1.060477, 1.096509, 3.462453)
C (1.115273, 2.539338, 3.865814)
C (-0.276509, 2.854722, 4.039729)
N (-1.023178, 1.591262, 3.914107)
H (1.974854, 0.595378, 3.199186)
H (1.611811, 3.030590, 3.037701)
H (1.692202, 2.627755, 4.778710)
H (-0.699346, 3.485514, 3.254809)
H (-0.542147, 3.249731, 5.082520)
H (-2.017368, 1.558131, 3.988785)

Cartesian forces (eV/Å) of the 6 atoms listed first:
-2.18 -1.69 -0.14
0.38 0.01 -0.10
1.11 0.54 0.34
0.14 1.12 -1.00
1.22 -0.44 0.82
-1.42 -2.16 -1.81

---

Question: The highest max |F| belongs to which entry?
Answer: C8H18ClIN2OPPtS